DFT (ωB97M-V with the def2-TZVPD basis set) results for 13 unconnected molecules or ions with the total composition C77H179N9O17 at a distorted geometry.

The geometry in XYZ format:
```
282
Properties=species:S:1:pos:R:3:mulliken_charge:R:1
C 3.4451 0.4171 0.9425 0.53
H 0.0625 -1.3198 6.1416 0.15
H -7.5074 -0.7428 5.1553 0.53
C 5.2779 -2.4894 -3.8683 0.86
C -0.8274 -2.9116 0.0979 -0.35
O -0.6882 -1.0709 9.4101 -0.44
H -2.5651 0.4091 4.1397 0.47
C -2.8438 -5.6029 -3.3536 -1.73
H 2.2848 5.2992 -5.5727 0.54
H -8.0068 -2.9019 4.2478 0.44
C -1.0789 4.8214 5.8857 -0.90
C 3.9244 -0.9349 1.4849 2.85
H 6.2384 -1.4244 3.8071 0.26
H -1.2430 -0.0312 -0.9775 -0.83
C -3.6130 0.0861 4.0700 -1.78
C -2.2466 -6.7365 -1.1879 -1.18
O -5.7024 -1.7054 -2.7404 -0.56
H 0.2411 0.8305 -0.5369 -0.69
H -1.0325 3.9579 0.4161 0.25
C -2.4175 -1.9528 3.3561 -2.47
H 5.8392 -2.0454 -3.0266 0.15
C 1.5428 0.0261 -6.5180 -1.55
H 6.0339 0.7268 -2.8445 0.24
O 3.9174 -5.1830 -6.7290 -0.52
H 1.8568 -3.5520 -4.1191 -0.26
H 2.3548 0.4258 1.0451 -0.15
H 2.2455 -0.5151 -7.1936 0.34
C -2.1051 -2.4095 -6.1515 -0.73
H 3.8469 1.2832 1.4473 -0.37
H 4.1382 -6.1166 -6.8068 0.37
H 5.2319 -4.4262 -2.9465 0.45
H -1.4446 6.4723 -3.9805 0.15
H -4.1962 2.4063 6.0834 -0.07
C -0.4214 2.4276 1.6970 1.80
H -2.3621 3.8314 7.8654 0.35
C -6.8191 -2.0379 -1.8712 -0.70
O -0.0848 4.5905 6.8635 0.08
C -6.9309 -3.0287 4.3236 -2.11
C 7.7017 -1.0401 1.6171 -2.09
H 0.6305 2.8066 -8.3462 0.25
N 5.3142 -1.1962 1.2319 -0.25
H 4.3776 4.6047 1.7305 0.20
C -2.2027 -1.6404 -4.8777 1.09
H 6.9927 -3.6073 -4.6219 0.29
H -1.6095 -1.8496 7.7880 0.29
C -5.3370 3.0926 -2.1207 -0.38
C -5.5917 -0.4135 1.8467 0.69
C -1.9776 3.6584 5.8516 0.31
H 2.6523 -5.5200 -3.1455 0.01
H 7.3352 1.5019 2.0373 0.55
H -2.6159 -0.8433 9.3800 0.44
C -4.5320 -1.8514 -2.0524 0.71
O -4.0436 2.8196 9.3074 -0.20
H 3.8128 -3.4971 -2.5611 0.00
H 7.9262 -0.9712 0.5573 0.35
H -0.3519 1.4876 -7.6652 0.37
H 1.5703 -0.6243 8.4632 0.44
C 2.9530 3.6399 -6.9649 -0.97
C -1.5183 6.9840 -3.0351 -1.03
H 0.6198 2.0261 7.1638 -0.59
H -2.5300 -4.9283 -4.1298 0.13
H 1.6240 -0.4365 -1.6991 -0.37
H -3.2068 -6.3363 -0.8404 0.26
C 2.9609 2.0668 -6.9104 -0.91
H 2.9687 -1.8503 -0.2668 -0.32
H -0.8913 3.6184 -6.5537 0.30
O -4.5945 3.7314 -1.0846 -0.57
H -0.4905 6.9794 -2.6834 0.30
H 3.6595 -2.9881 0.8561 0.62
O 3.7429 3.9775 1.3919 -0.32
C 1.3926 2.8263 9.5725 -0.57
H 0.3559 -6.4171 -2.2835 0.31
H 1.3524 -0.7099 -3.4793 -0.85
C 0.9226 -0.5304 -2.5163 0.49
H 4.0192 -3.1356 -7.6124 0.35
O 5.2833 0.7312 -2.2309 -0.38
C 3.7672 -4.4335 -4.5116 2.03
C 4.5179 -3.7049 -3.3676 -1.49
H 5.3548 -0.4143 -0.6006 0.46
O 5.6374 -1.2605 -0.1779 -0.24
C -4.1600 -0.8407 1.8491 -0.88
H 8.5259 -0.6049 2.1861 0.41
H -7.6066 -1.2210 2.2566 0.42
H -1.1868 -1.6273 -4.4311 -0.86
H -2.6786 -3.7557 -8.1254 0.34
H 3.2360 5.8661 -0.7654 0.22
H -2.5675 -2.1581 -8.7305 0.29
C -3.4254 -1.2691 -2.9317 -0.11
H 3.5853 1.6206 -6.1113 -0.03
C -3.7116 2.4718 7.0638 0.69
H -0.4909 1.4500 -4.4674 0.00
H -1.7497 0.6894 8.8352 0.11
H 2.1010 3.6524 9.4032 0.24
N 1.5495 -0.6280 7.4486 -0.33
H 0.5602 -0.4321 -6.6537 -0.13
C 6.2474 -2.9048 -5.0202 -1.54
C 0.8436 5.6224 6.8791 -0.83
H 0.4442 3.1647 9.1885 0.09
C 1.6823 1.8322 7.3959 0.62
H 2.0193 -4.1855 -5.7384 0.70
H -2.5890 -2.9432 2.9358 0.48
C -0.4343 -6.1771 -2.9790 -1.87
H 4.9182 3.1529 -0.9535 0.10
H -4.7416 3.0482 -3.0595 0.25
H -1.6703 0.2084 10.4739 0.31
H -4.2523 0.8848 3.6887 -0.01
H -5.7601 0.5134 2.4170 0.39
H -6.8700 -1.2168 -1.1518 0.15
H 2.0967 6.7142 0.2901 0.39
C -6.5436 -1.4736 2.3303 -1.69
H 4.4061 0.0341 4.7727 0.11
N -2.1293 2.2113 -0.0568 0.28
C -4.6999 2.6579 8.0937 -0.98
H -3.4088 -0.1329 1.4663 -0.41
O -3.3463 -2.3472 -6.8197 -0.37
H -0.5981 -5.4047 1.5664 0.36
H 1.4410 2.5718 10.6157 0.31
H 6.6999 -2.0464 -5.5202 0.47
H 5.5910 1.6719 1.6499 0.26
C 0.3610 3.9345 -4.0764 -2.17
N -2.8869 3.6777 7.0061 -0.37
H -3.1277 1.5388 7.1504 -0.27
H -1.3656 -1.8851 -6.8082 0.38
C 6.5810 -4.2821 -7.0770 -1.94
H -1.8086 -3.4780 -6.0621 0.14
H -3.7257 -0.2846 -3.3054 0.99
C -0.5837 -1.6741 8.1110 -0.87
N -3.1051 -2.2181 -3.9382 -0.68
H -1.5550 5.7999 6.0581 0.38
H -1.3820 2.7366 5.7715 -0.30
O -3.7323 6.2938 -2.2501 -0.57
H -2.2225 -4.9749 1.0119 0.31
H 1.0089 -3.8905 -1.5397 0.16
C 3.6963 -0.9932 2.9931 -1.75
H -5.8710 -0.1695 0.8138 -0.54
H -4.2412 3.0347 11.2278 0.24
H -4.8594 1.0602 -1.4263 -0.15
N 4.7008 -4.7145 -5.6147 0.01
H -0.6698 2.9176 -1.3325 -0.16
C 2.5434 -3.6517 -4.9747 -0.07
H -0.3702 -7.1120 -0.2606 0.34
N 0.9660 2.1532 -5.5408 0.73
H 4.4613 4.0283 -2.3746 0.26
H -2.6309 3.6237 4.9599 0.34
H 3.7649 6.5643 0.8142 0.41
H -4.1832 -2.9728 -8.5517 0.27
H 6.6636 1.1091 0.3801 0.37
H 6.1254 3.4437 -2.3085 0.34
C 4.5759 0.0386 3.7014 0.26
C -2.3311 6.2277 -1.9724 0.59
H 1.8973 -0.1699 -5.5038 -0.11
H -0.2458 5.2526 -6.1247 0.54
H -2.0787 -1.9222 4.3935 0.55
H -5.3231 1.7522 8.1513 0.38
H 3.9868 -1.9569 3.4109 0.48
H -0.5751 4.8488 4.9110 0.30
C 0.7717 -4.5386 -0.7022 -1.76
H -0.6860 3.6721 -4.0000 0.54
H -6.6520 -3.1972 5.3637 0.42
H -2.1101 6.5737 -0.9459 0.26
C -0.6746 -4.3373 -0.3633 2.01
C 5.0828 3.1982 -2.0309 -0.99
H -6.2776 1.8720 -0.6398 0.36
C -1.3890 2.0848 -1.2617 -0.66
C -0.0250 4.2477 -6.4675 -2.10
H -2.3325 -7.7281 -1.6515 0.42
H 3.4226 1.7438 -7.8489 0.47
O 1.8648 1.7826 8.8165 -0.43
H -0.5226 -2.7894 1.1346 0.70
H -5.3799 3.4957 7.8994 0.40
H 0.3805 6.6075 7.0067 0.32
C 6.3325 -0.3776 1.9073 1.90
H -1.7133 -7.4803 0.7845 0.48
H 6.0504 -4.7455 -7.9163 0.42
H -3.0256 -6.5796 -3.8121 0.52
O -4.3797 -2.3063 5.3648 -0.54
H 1.3643 -4.3020 0.1900 0.32
H -6.5811 -2.9919 -1.3851 0.34
H -0.8111 1.4509 2.0241 -0.18
H 0.8736 3.2779 -3.3809 -0.03
H -6.3597 -2.4063 1.8027 0.37
H 2.1677 -2.1245 1.2855 0.17
H -0.2552 -2.2687 -0.5555 -0.63
H 7.6383 -2.1028 1.8735 0.45
C 6.0282 -0.4120 3.4180 -1.62
H -5.5746 2.0652 10.5079 0.30
C -4.9156 2.9511 10.3868 -0.88
C 2.5694 4.7478 1.0689 0.48
C -1.7430 -5.7278 -2.2744 1.75
H 0.4820 2.2363 1.1197 -0.48
H -4.0277 7.1967 -2.0968 0.29
H -2.5365 -1.0866 -2.2940 -0.81
C 0.9067 3.6382 -5.4742 2.03
O -0.9663 -3.4985 -2.6119 1.72
H 6.7405 0.2687 3.9029 0.49
H 1.3906 5.7263 5.9263 0.26
H 7.0903 -5.0213 -6.4406 0.45
C -5.7407 1.6897 -1.5731 -0.62
H -2.2202 3.4848 1.6598 0.53
H -2.0480 2.0384 -2.1311 0.39
H -0.4533 0.1523 7.0484 -0.42
H -3.9700 -2.5757 -4.3462 0.48
H -6.4385 1.1895 -2.2471 0.40
N -1.5102 -4.3814 -1.6087 0.23
H 1.5555 5.4366 7.6817 0.19
H -2.0478 5.1812 -1.9857 -0.37
H 2.7389 -6.2623 -4.7533 0.52
H -6.3053 0.3168 4.3343 0.21
H 4.1699 -1.9219 -6.3418 -0.11
H -0.5094 -7.0989 -3.5432 0.55
H -4.0904 -3.2290 5.4215 0.36
H 2.4280 3.9331 -7.8744 0.32
H -1.8089 8.0235 -3.1388 0.44
N -4.7581 -2.1470 3.9358 -0.02
H -4.5041 -1.1850 -1.1752 -0.79
H 0.6723 1.5531 3.9272 0.30
H -1.6580 -1.4883 2.7237 0.05
H -5.7855 -0.7647 5.6223 0.34
H 3.7221 0.5527 -0.1025 -0.74
H -6.2541 3.6768 -2.2883 0.44
H -3.9318 -0.1158 5.0940 0.24
C 0.9604 2.5284 3.5742 -0.88
C 3.3156 -5.7883 -3.9789 -1.59
C 2.9638 6.0636 0.2694 -1.26
H 2.7964 -2.6287 -5.2271 -0.84
H -4.0186 -1.7619 1.2741 0.11
C 3.1389 -2.0370 0.7977 -1.96
H -1.8961 -2.6496 0.1017 -0.74
H 0.3688 4.3797 -7.4596 0.41
O -0.4287 1.7054 -5.4092 -0.36
H 3.5650 1.6459 -2.2782 -0.32
H -3.7439 -5.1417 -2.9604 0.27
C 6.4953 1.1101 1.4544 -1.62
H -4.3816 4.6468 -1.3355 0.24
O -0.0694 3.1792 2.8843 -0.35
H -2.4512 -0.6064 -5.1015 0.39
H -3.0530 2.5771 -0.2505 -0.08
H 0.9023 1.1311 -8.7775 0.46
C -6.2020 -1.7958 3.8353 2.06
C -1.7789 -0.1721 9.4803 -0.64
C 2.3757 4.2084 -5.6414 -0.59
H 4.5651 -1.7434 -4.2376 -0.37
H 0.0219 -2.5767 8.2188 0.48
H 2.1744 2.6992 6.9084 0.52
C -1.2480 -5.3692 0.6832 -1.22
H 2.6278 -0.8506 3.1778 0.46
H 1.7853 2.2954 2.9317 0.22
H 1.1894 3.2036 4.4041 0.22
C -3.2054 -2.7990 -8.1213 -0.83
H 7.2555 -3.5033 -7.4207 0.36
H -1.8054 -3.1760 -3.0411 -1.14
H 2.0095 4.0354 0.4647 -0.28
H 3.2640 0.4747 7.2058 0.35
C 0.6419 1.7966 -7.9537 -1.80
C -3.7476 -1.2248 3.3149 3.47
C 0.1218 -0.7738 7.0937 0.54
C -1.5003 3.1197 0.9223 -1.60
H 4.1670 -6.3455 -3.5855 0.45
H 2.9192 3.6949 -4.8521 -0.14
H 3.9849 3.9679 -7.0856 0.48
H 0.5223 4.9934 -3.8633 0.54
C -6.4827 -0.6510 4.7890 -1.78
C -1.3611 -6.7605 0.0419 -0.84
H -7.6772 -2.0355 -2.5008 0.32
C -0.5603 0.7809 -1.2882 1.60
H 2.0637 4.9559 2.0086 0.16
C 1.5287 1.5275 -6.7762 2.22
O 0.0041 0.5564 -2.5599 1.77
H -5.4701 3.8919 10.2592 0.34
H 4.4807 1.0711 3.3729 0.06
C 5.5224 -3.6198 -6.1664 1.70
C 4.7185 -2.6175 -6.9691 -1.31
H 4.5239 1.9689 -3.7615 0.31
H -0.1466 -5.3598 -3.6340 0.19
H 5.3963 -1.9610 -7.5246 0.55
H -6.6040 -3.8357 3.6702 0.43
C 4.5403 1.8873 -2.6744 0.44
H 1.0248 -5.5570 -0.9353 0.54
H -4.2450 -2.8703 -1.7384 0.56
H 0.2355 -1.3505 -2.2882 -0.44
H 2.1422 0.4958 5.7892 -0.58
C 2.2109 0.5170 6.8746 -0.02
```

Calculated values
* molecular weight: 1503.325 g/mol
* max |F|: 2.91 eV Å⁻¹
* 2S+1: 1

***

DFT (ωB97M-V with the def2-TZVPD basis set) results for 5 unconnected molecules or ions with the total composition C77H66N3O10PS at a distorted geometry.

The geometry in XYZ format:
```
158
Properties=species:S:1:pos:R:3:mulliken_charge:R:1
H 2.9903 1.7936 -1.9173 -0.15
C -2.4475 -0.9047 -2.9006 -0.43
H 3.2139 4.3532 -1.4836 0.23
C -0.3141 -5.4036 6.7238 0.17
C -4.6792 -6.9673 -1.9867 -0.44
C -10.9088 4.2345 -1.7330 -0.49
C -8.2450 2.5270 -3.7823 0.53
C 3.7069 0.4431 -4.8509 0.39
C 0.9026 -7.3211 5.5726 0.11
C 6.3517 5.3474 7.8181 -0.46
C 2.1420 -2.0475 -3.9224 0.34
H -1.4832 6.7334 4.6847 0.40
H 1.0448 -2.5078 -3.9932 0.00
C -7.0652 2.2199 -7.8754 -0.41
C 5.1304 4.4099 5.9552 -0.52
H 5.2836 6.7683 9.0333 0.45
C 4.0594 6.0201 7.4108 0.23
C 2.5646 3.7717 0.7386 -0.23
H -6.7695 2.1320 -8.9186 0.38
H 7.9034 1.5292 -5.6372 0.33
H 5.2529 -2.6398 -4.0014 0.02
C 5.5911 1.9344 -6.5295 -0.33
C -7.8348 2.4386 -5.1979 0.13
C 2.8175 -4.4842 1.5973 -0.89
H -2.9970 -8.0087 -2.8424 0.39
H -2.4423 1.2485 -2.7828 0.45
H 0.8559 2.2733 0.9842 0.30
C -8.2188 2.9284 -7.5364 -0.68
C 4.0773 1.4215 -6.0981 -0.41
S 5.6179 2.9207 -1.4796 0.03
C 6.7511 1.2998 -5.5019 -0.35
H 2.8444 -2.7794 0.0774 0.07
C 0.7179 -5.8707 5.7769 0.52
H 5.3044 3.6451 0.9477 0.35
O -1.4780 -3.4508 -3.5315 -0.70
H 9.7313 5.4316 -3.4309 0.32
P 1.9108 -0.1803 -4.4231 -0.36
C -8.5982 3.0478 -6.1931 0.35
C -4.2865 0.4109 -2.0450 -0.54
H 0.5598 8.1529 8.1901 0.45
C 1.6369 5.9594 5.8140 0.24
H -4.7247 1.3789 -1.8119 0.42
H 3.2627 -2.2524 -5.9123 0.32
H -11.8413 5.2898 -4.8289 0.45
O 2.7481 4.3667 4.4943 -0.69
H 0.2036 -3.3148 6.4897 0.46
H 1.8113 4.5313 1.2172 0.16
H -3.0640 -4.1419 9.1566 0.39
O -7.6047 1.9457 -2.9137 -0.67
H -12.4854 5.5189 -2.4483 0.39
C 3.5165 4.5175 -0.3666 -0.41
H 0.8165 3.8725 -1.5424 0.30
H -0.3065 -10.3336 6.6110 0.45
N 4.7873 -0.0446 -3.9464 -0.06
O -6.3172 -3.1751 -1.2921 -0.69
H -11.1976 4.3299 -0.6885 0.40
H 7.2644 5.4203 8.4056 0.39
H 7.0205 -0.0636 -3.5698 0.22
C 2.7952 5.1128 5.4656 0.52
C 3.6356 -3.5459 0.4860 0.01
C 5.0857 4.1170 -0.1030 -0.66
C -3.1687 -2.0796 -2.6508 0.13
H -0.0919 2.1522 -1.2471 0.16
C -0.5843 7.5192 6.4798 -0.43
C -5.0049 -0.7582 -1.7899 -0.73
C 6.1735 0.3761 -4.2912 -0.29
C 4.3659 -4.5473 -3.1331 -0.51
H 3.3974 5.6897 -0.1699 0.34
C -3.3217 -4.6212 -2.6674 0.16
H 2.5280 -7.0663 4.1642 0.51
H 1.4818 -11.1302 5.0938 0.39
C -6.2883 1.6314 -6.8779 -0.61
C 1.9384 2.0545 -2.4147 -0.04
H -5.3823 1.0900 -7.1411 0.43
O -10.4700 4.3674 -6.7129 -0.68
C 2.1075 -9.1458 4.5301 -0.57
H 2.8874 -9.4972 3.8582 0.40
N 6.2291 4.7827 -3.8223 -0.14
C -11.2682 4.7696 -4.0630 -0.55
C -2.5761 -3.3881 -2.9924 0.42
C 8.6089 5.0766 -3.3659 -0.02
H -2.8140 -6.5681 8.7267 0.45
C 3.0778 -2.8994 -4.9503 -0.64
H 7.1655 3.8970 6.4463 0.40
C 0.0979 -8.2368 6.2490 0.41
H -9.2445 2.9377 -1.3046 0.45
H 2.3820 1.5231 0.1613 0.24
O 1.4159 -5.0643 5.1730 -0.67
C -2.7577 -5.8699 -2.9595 -0.47
C -0.4547 -4.0334 6.9751 -0.50
H -1.4485 -0.9529 -3.3311 0.63
H -1.7870 -5.9343 -3.4478 0.47
C -4.4404 -2.0063 -2.0845 0.50
C 1.7091 2.4921 0.1818 -0.70
C 4.4925 -3.4576 -4.3499 -0.31
H 2.1172 2.7675 -3.3275 0.36
O 2.9034 7.5178 8.8018 -0.68
O 8.1498 4.1590 -2.2764 -0.24
C 4.0125 5.1821 6.2978 0.22
H 5.8438 2.6216 -7.4417 0.31
H 5.8528 -3.5870 -1.5858 0.22
H 0.0781 0.7944 -2.9454 -0.22
H 5.0970 3.7453 5.0934 0.48
H 4.2055 -2.6761 -1.6602 0.06
C -10.1675 3.9783 -4.4170 0.18
C 1.6667 6.7616 6.9541 0.30
C 1.2441 0.6357 -2.8353 0.01
C -9.7969 3.8350 -5.8390 0.57
C -1.1501 -6.3177 7.3638 0.16
H 2.0215 -3.8341 2.1713 0.29
H 2.4561 -3.8557 -5.2956 0.34
C 0.5012 5.9512 4.9951 -0.48
C -5.1937 -3.2383 -1.7779 0.55
H -8.8172 3.3898 -8.3200 0.46
O 4.1598 -4.4809 -0.5239 -0.34
C -0.6048 6.7357 5.3262 -0.55
H 2.4386 -2.0985 -2.7929 -0.21
H 1.3774 -0.1134 -1.9265 0.13
C 2.8777 6.8161 7.7982 0.56
C 6.2973 4.4942 6.7163 -0.50
H -6.2222 -5.6752 -1.2217 0.45
C -2.2911 -4.4944 8.4772 -0.44
C 6.7021 4.0102 -2.5934 0.32
C 1.3163 -10.0626 5.2217 -0.39
C 5.2338 6.1070 8.1697 -0.58
C -6.6742 1.7343 -5.5404 -0.43
H 2.3178 -5.3585 0.9690 0.26
H 3.1789 1.8076 -6.7710 0.27
H -1.5416 -2.5175 8.0554 0.39
C 0.3089 -9.6111 6.0772 -0.65
C 4.6853 -3.7592 -1.7055 -0.22
H 5.7271 5.1061 -0.1791 0.30
H 5.0298 -4.0379 -5.2444 0.32
C 0.9458 2.7362 -1.2526 -0.39
H 5.2754 -5.3091 -3.2679 0.28
C -4.5734 -4.5487 -2.0575 0.18
H 3.2472 3.3757 1.6245 0.13
C -3.0061 0.3377 -2.5928 -0.53
C -9.4315 3.3299 -3.4264 0.17
H -6.0020 -0.6934 -1.3575 0.49
C -2.1488 -5.8613 8.2339 -0.56
H 3.6303 -4.9073 2.3379 0.22
C -11.6336 4.8998 -2.7214 -0.46
H 4.4627 -2.9090 1.0367 0.24
H 0.4760 5.3381 4.0958 0.48
C -5.2508 -5.7241 -1.7108 -0.57
H -1.4497 8.1235 6.7428 0.39
O -1.7148 -8.5719 7.7036 -0.68
N 7.4131 5.4071 -4.2529 -0.36
H -5.2038 -7.8791 -1.7100 0.39
C -1.4389 -3.5819 7.8560 -0.47
H -6.0656 1.2679 -4.7675 0.60
C -0.9786 -7.7684 7.1444 0.57
C 1.9032 -7.7762 4.7037 -0.44
C -9.8085 3.4501 -2.0822 -0.49
C -3.4383 -7.0398 -2.6190 -0.51
H 3.3443 -5.1253 -3.1273 0.24
C 0.5489 7.5347 7.2942 -0.63
```

Calculated values
* molecular weight: 1256.427 g/mol
* max |F|: 8.40 eV Å⁻¹
* 2S+1: 1

***

Looking at Kohn-Sham gap for the records above, in order, we have 8.38, 6.86 eV.